Record 1
The following is a DFT calculation (wB97M-V/def2-TZVPD) of a molecular structure, C34H60CrN2O2Si.

Computed properties:
LUMO level (alpha / beta)   0.0212 / 0.0203 hartree
⟨S²⟩   6.03
Spin multiplicity   5
HOMO-LUMO gap (alpha / beta)   7.1 / 8.3 eV
E_HOMO (alpha / beta)   -6.484 / -7.750 eV
Strongest force on any atom   1.7 eV/A

```
100
Properties=species:S:1:pos:R:3:forces:R:3:lowdin_spin:R:1
O 2.08623 1.62874 0.92178 -0.9 0.6 0.1 0.025
O 0.05283 5.93094 -4.33386 -0.5 -0.5 0.5 0.000
C 1.54640 2.61815 1.82276 -0.4 -0.3 -0.3 0.004
C 2.54299 3.31334 2.72781 0.0 0.2 0.2 0.001
H 0.81492 2.05443 2.43028 0.4 0.5 -0.3 0.001
H 1.02442 3.38373 1.22905 -0.1 -0.3 0.3 0.000
H 2.92143 2.64653 3.50355 0.1 0.0 -0.2 0.000
H 1.97548 4.09992 3.24034 0.1 0.0 0.0 0.000
H 3.38283 3.80797 2.21280 -0.3 -0.3 0.1 0.000
C 2.64560 2.15711 -0.30614 1.0 -1.4 0.0 0.008
C 2.44421 3.61075 -0.62340 -0.6 0.3 -0.1 0.000
H 2.27967 1.51331 -1.13089 0.0 0.4 0.4 0.006
H 3.72233 1.91793 -0.22144 -0.3 0.3 -0.2 0.000
H 1.39162 3.83333 -0.89118 0.5 0.0 0.1 0.000
H 3.07566 3.83507 -1.48580 -0.1 0.1 0.0 0.000
H 2.73797 4.25866 0.20789 0.0 0.0 -0.3 0.000
C 0.21025 4.56091 -4.67204 0.2 0.0 -0.3 0.000
C -1.17307 6.18448 -3.65300 0.0 0.2 -0.3 0.000
C 1.67353 4.30809 -4.95452 0.2 0.0 0.2 0.000
H -0.38874 4.30063 -5.56140 -0.1 0.2 0.2 0.000
H -0.10143 3.89201 -3.84731 -0.1 0.3 -0.1 0.000
H 2.10614 5.00751 -5.67148 -0.2 0.0 0.0 0.000
H 1.78429 3.29864 -5.34911 0.2 -0.1 0.0 0.000
H 2.24124 4.40431 -4.02531 0.0 -0.1 -0.1 0.000
C -1.16500 7.61956 -3.19044 0.1 0.0 0.1 0.000
H -1.28960 5.51810 -2.77900 0.1 0.1 -0.4 0.000
H -2.03335 6.04624 -4.33402 0.2 -0.3 0.2 0.000
H -0.30138 7.79397 -2.54801 0.0 0.1 0.0 0.000
H -2.07323 7.82508 -2.62512 0.0 0.1 0.0 0.000
H -1.11363 8.29992 -4.03885 0.0 0.0 0.0 0.000
H -2.12134 1.95274 -1.76845 1.0 -1.0 -0.2 0.000
N -0.58481 -0.82966 1.89823 -0.9 0.1 0.8 0.021
C -1.66029 -1.61357 1.90402 0.7 0.7 0.4 0.034
C -2.21629 -2.10814 0.72756 -0.5 0.0 0.0 0.012
C -1.60876 -2.06527 -0.52726 0.9 0.0 0.0 0.030
C -2.28436 -1.97625 3.22260 -0.5 -0.3 0.1 0.004
H -2.63047 -1.09710 3.77828 0.2 -0.2 -0.1 0.001
H -1.59153 -2.53193 3.87130 0.0 0.2 -0.2 0.002
H -3.14951 -2.61675 3.03342 0.1 0.1 0.1 0.000
C -2.32118 -2.74568 -1.65980 -0.5 -0.4 -0.1 0.002
H -1.88214 -3.73129 -1.88361 -0.1 0.4 0.0 0.002
H -2.33065 -2.16020 -2.58776 0.2 -0.1 0.3 0.001
H -3.35996 -2.90451 -1.35221 0.1 -0.1 -0.2 0.000
N -0.38752 -1.56205 -0.72581 -0.4 -0.7 -0.5 0.011
C -0.06125 -0.30070 3.12028 -0.5 -0.2 0.4 0.009
C -0.65914 0.82509 3.72930 0.6 -0.2 -0.2 0.004
C -1.90073 1.45001 3.15711 -0.3 0.2 0.1 0.002
C -0.00994 1.41163 4.81927 0.1 -0.4 -0.1 0.000
H -0.45801 2.29899 5.27614 0.3 -0.3 -0.1 0.000
C 1.18945 0.87154 5.29509 -0.1 0.0 0.1 0.003
H 1.70535 1.35722 6.12126 -0.1 -0.1 -0.1 0.000
C 1.71520 -0.29851 4.74483 -0.1 0.1 0.0 0.000
H 2.63338 -0.75263 5.12852 -0.3 0.3 0.0 0.000
C 1.07841 -0.91541 3.67088 -0.3 0.4 -0.3 0.006
C 1.59933 -2.18217 3.05961 0.4 -0.5 0.0 0.011
C 0.32694 -2.00432 -1.88733 -0.4 -0.2 -0.5 0.010
C 0.32098 -1.22092 -3.05385 0.2 -0.5 0.3 0.008
C -0.51578 0.01824 -3.12046 0.0 0.5 -0.2 0.007
C 1.07752 -1.64241 -4.14606 0.1 -0.3 0.2 -0.001
H 1.08716 -1.01534 -5.03882 0.1 -0.3 0.1 0.000
C 1.79229 -2.84261 -4.08614 0.0 0.1 -0.1 0.006
H 2.40731 -3.14809 -4.93095 -0.2 0.0 0.1 0.000
C 1.73199 -3.64497 -2.94804 0.0 0.0 0.0 0.000
H 2.27086 -4.59818 -2.88428 -0.2 0.4 -0.2 0.000
C 0.98566 -3.24921 -1.84291 -0.1 0.6 0.0 0.006
C 0.90047 -4.11757 -0.61983 0.2 -0.3 0.2 0.003
Cr 0.77794 -0.50862 0.47393 0.8 0.6 0.1 3.724
H -1.66025 2.21491 2.39637 0.0 -0.3 0.2 0.001
H -2.44852 1.95081 3.96855 0.1 -0.1 -0.3 0.000
H -2.56614 0.71102 2.69159 0.2 0.3 0.1 0.000
H 0.79743 -2.90577 2.82836 0.3 0.4 0.1 0.001
H 2.28201 -2.66315 3.77191 -0.1 0.0 -0.2 0.001
H 2.15808 -1.98469 2.12058 -0.3 -0.2 0.5 0.004
H -0.35301 0.51556 -4.08464 -0.1 0.0 0.2 0.000
H -0.26366 0.72958 -2.31736 -0.1 -0.2 -0.2 0.006
H -1.59384 -0.20244 -3.04483 0.3 0.1 0.1 0.000
H 1.13473 -3.56490 0.30624 -0.2 -0.1 -0.4 0.002
H 1.63116 -4.93142 -0.71903 -0.2 0.1 0.1 0.000
H -0.09384 -4.57811 -0.49454 0.3 0.2 0.0 0.000
H -3.17282 -2.62052 0.80493 0.2 0.1 0.0 0.001
C -2.36895 2.92222 -1.41112 -0.2 1.3 0.3 0.001
Si -4.20191 2.60597 -1.21892 0.1 -0.1 0.0 0.000
H -1.85963 3.18288 -0.47301 0.0 -0.4 -0.2 0.000
H -2.06799 3.65907 -2.18139 -0.4 -0.4 0.4 0.000
C -5.07139 3.98752 -0.28166 -0.2 0.1 0.1 0.000
C -4.37687 0.95573 -0.27373 -0.2 0.0 0.2 0.000
C -4.76307 2.40790 -3.00684 -0.4 0.0 -0.4 0.000
H -4.05336 2.85649 -3.72406 -0.2 -0.1 0.4 0.000
H -5.74012 2.88260 -3.18619 0.2 -0.2 0.0 0.000
H -4.84915 1.34273 -3.27824 0.0 0.3 0.1 0.000
H -4.75129 3.96773 0.77575 -0.1 0.0 -0.4 0.000
H -6.17322 3.91406 -0.30132 0.4 0.0 0.0 0.000
H -4.79662 4.97327 -0.69458 -0.1 -0.3 0.1 0.000
H -3.76476 0.91494 0.64406 -0.1 0.2 -0.3 0.000
H -4.08259 0.06334 -0.84969 0.0 0.4 0.0 0.000
H -5.41870 0.78676 0.04541 0.2 0.1 -0.1 0.000
C 2.74023 -1.06184 0.03059 0.2 0.0 -0.6 0.000
H 3.42563 -0.59342 0.75940 -0.1 -0.2 -0.2 0.000
H 2.95425 -0.62908 -0.96189 0.3 -0.3 0.1 0.013
H 2.92374 -2.14787 -0.00793 0.1 0.3 -0.1 0.003
```
Positions in Å, forces in eV/Å.

Record 2
The following is a DFT calculation (wB97M-V/def2-TZVPD) of C4H7NO in the gas phase.

Computed properties:
LUMO level   0.0354 hartree
SMILES   C/C=C\N=C/O
HOMO-LUMO gap   10.0 eV
E_HOMO   -9.039 eV
Strongest force on any atom   1.6 eV/A

```
13
Properties=species:S:1:pos:R:3:forces:R:3:mulliken_charge:R:1
C -0.17997 0.28312 1.56650 0.0 0.1 0.0 -0.897
C 1.03772 0.12344 0.70549 0.1 0.0 -0.1 0.153
C 1.02185 0.14097 -0.63374 0.4 0.9 0.3 -0.840
N -0.04622 0.71719 -1.36633 -0.3 -0.2 -0.3 -0.390
C -1.06545 -0.00440 -1.57037 0.4 0.3 -0.1 0.046
O -1.12049 -1.27838 -1.15756 0.9 -0.2 0.1 -0.518
H -0.40298 1.33965 1.75259 0.0 -0.1 0.0 0.228
H -0.02516 -0.20707 2.53397 0.0 0.1 -0.2 0.326
H -1.05472 -0.17376 1.09021 0.1 0.2 0.2 0.274
H 2.00554 0.12171 1.19861 -0.1 -0.7 0.0 0.387
H 1.92305 -0.08399 -1.20020 0.0 0.3 0.0 0.395
H -1.92075 0.40445 -2.10956 0.0 -0.4 0.2 0.382
H -0.17242 -1.38292 -0.80962 -1.5 -0.5 -0.1 0.455
```
Positions in Å, forces in eV/Å.

Record 3
The following is a DFT calculation (wB97M-V/def2-TZVPD) of a molecular structure, C21H21F6IN7O7S4TaTe4.

Computed properties:
LUMO level (alpha / beta)   -0.0529 / -0.0526 hartree
HOMO-LUMO gap (alpha / beta)   5.2 / 5.2 eV
E_HOMO (alpha / beta)   -6.655 / -6.656 eV
Strongest force on any atom   2.3 eV/A

```
72
Properties=species:S:1:pos:R:3:forces:R:3:mulliken_charge:R:1
Ta -0.02007 -0.41830 0.67649 -0.9 -2.0 0.8 -0.540
S 1.70782 -0.48377 2.55658 -0.1 0.9 -0.1 -0.395
C 0.40697 0.20602 3.48722 0.4 0.0 -0.1 0.660
N -0.82695 0.03026 3.11247 0.3 0.3 -0.4 0.036
C -1.68132 0.80015 3.90321 -0.2 -0.2 0.0 -0.690
C -3.07254 0.77713 3.84867 0.0 0.0 0.0 -0.376
C -3.78265 1.56949 4.72569 0.0 0.0 0.0 -0.640
C -3.12744 2.37039 5.66768 0.0 0.0 0.0 -0.508
C -1.74982 2.37125 5.76132 0.0 0.0 0.0 -0.595
C -1.03556 1.57518 4.87152 0.0 0.0 0.0 0.980
S 0.68547 1.31850 4.77604 -0.2 0.0 0.1 -0.188
H -3.56356 0.14003 3.12950 0.0 0.0 0.0 0.417
H -4.86406 1.56788 4.69012 0.0 0.0 0.0 0.410
H -3.70743 2.98576 6.34245 0.0 0.0 0.0 0.385
H -1.24151 2.96844 6.50626 0.0 0.0 0.0 0.404
Te -2.45220 -1.93084 0.19348 -0.1 0.7 -0.2 0.008
Te -3.08694 -4.45117 0.96040 0.0 0.0 0.2 -0.099
Te -0.64199 -5.39322 1.65964 -0.1 0.5 -0.4 -0.281
Te 0.40937 -2.73257 1.95888 0.7 -1.1 0.4 0.353
C 0.53840 -3.87789 -3.89204 0.0 0.0 0.0 -1.210
N 0.22105 -2.62187 -3.21652 0.0 0.1 0.0 0.235
C -0.57089 -1.70492 -3.83109 0.0 0.0 0.0 -0.258
C -0.98814 -0.57646 -3.22326 0.0 0.0 0.0 -1.386
C -0.57144 -0.43608 -1.88058 0.1 0.1 -0.1 0.395
O -1.06624 0.38502 -1.02900 0.1 0.3 0.0 0.458
N 0.36016 -1.23556 -1.32800 -0.4 -0.2 0.2 1.656
C 0.73022 -2.42764 -1.92346 0.1 0.0 0.1 -0.234
O 1.43303 -3.26415 -1.40495 0.0 0.0 0.0 -0.391
H 1.35097 -3.73783 -4.60546 0.0 0.0 0.0 0.307
H -0.34782 -4.24078 -4.40824 0.0 0.0 0.0 0.454
H 0.84051 -4.60034 -3.14172 0.0 0.0 0.0 0.334
H -0.87057 -1.95786 -4.83950 0.0 0.0 0.0 0.511
H -1.64927 0.13816 -3.68345 0.0 0.0 0.0 0.569
I -5.03594 4.92261 -0.79150 0.0 0.0 0.0 0.090
C -4.44831 3.09461 -0.04868 0.0 0.0 0.0 -0.808
C -5.19713 1.94467 0.01113 0.0 0.0 0.0 -0.350
N -4.40351 1.01758 0.58042 0.1 -0.1 0.0 -0.058
N -3.18457 1.48096 0.88007 0.0 0.2 -0.2 0.054
C -3.20079 2.74817 0.50198 0.0 0.0 0.1 -0.174
H -6.20473 1.73072 -0.30092 0.0 0.0 0.0 0.475
H -4.58149 0.03166 0.70764 0.0 0.0 0.0 0.052
H -2.33396 3.37349 0.63723 0.0 0.0 0.0 0.585
C 4.85553 -3.69297 -1.68342 -0.1 0.0 0.0 -0.930
N 4.30538 -3.01646 -0.52493 0.1 0.0 0.0 0.146
C 4.00749 -3.82388 0.64815 0.0 0.0 0.0 -0.868
C 3.68565 -1.82073 -0.62749 -0.1 0.1 0.0 0.715
C 3.81743 -1.06203 -1.92700 0.0 0.0 0.0 -1.170
O 3.04402 -1.35027 0.30825 0.1 0.0 0.1 -0.324
H 5.53007 -4.47704 -1.34574 0.0 0.0 0.0 0.328
H 5.42751 -3.00578 -2.30251 0.0 0.0 0.0 0.347
H 4.06965 -4.15199 -2.29295 0.0 0.0 0.0 0.232
H 4.70830 -4.65530 0.68945 0.0 0.0 0.0 0.372
H 2.98679 -4.21098 0.60278 0.0 0.0 0.0 0.175
H 4.10878 -3.22197 1.54846 0.0 0.0 0.0 0.234
H 4.85861 -0.81217 -2.13586 0.0 0.0 0.0 0.527
H 3.23870 -0.14652 -1.84120 0.0 0.0 0.0 -0.104
H 3.44280 -1.65473 -2.76350 0.0 0.0 0.0 0.336
F 3.07507 3.45484 0.20712 0.0 0.0 0.0 -0.178
C 2.09987 3.20506 1.06993 -0.1 0.0 0.0 0.551
F 2.57416 2.53492 2.10349 0.0 0.0 0.0 -0.162
F 1.56232 4.34229 1.48520 0.0 0.0 0.0 -0.189
S 0.81141 2.22527 0.16923 0.2 -0.2 0.3 0.689
O 1.50320 1.00224 -0.28890 -0.2 0.3 -0.1 -0.401
O -0.14425 1.75912 1.20686 0.1 0.3 -0.4 -0.510
N 0.20877 3.18719 -0.81306 0.0 0.2 -0.1 -0.266
S 0.55001 3.36286 -2.38297 -0.1 -0.3 0.0 0.878
O 1.42598 4.46165 -2.60234 0.0 0.1 0.0 -0.596
O 0.78487 2.09950 -3.01132 0.0 0.1 0.0 -0.582
C -1.12819 3.90534 -2.91618 0.0 0.0 0.1 0.674
F -1.09168 4.11054 -4.22976 0.0 0.0 0.0 -0.220
F -2.02468 2.96436 -2.64488 0.0 0.0 0.0 -0.135
F -1.46871 5.03078 -2.30265 0.0 0.0 0.0 -0.217
```
Positions in Å, forces in eV/Å.